(1)
C46H41AsN5O9S2Zr | wB97M-V/def2-TZVPD

- ΔE to the lowest compared entry with this formula, charge and spin: 23.68 kcal/mol
- Highest occupied orbital energy: -0.320 hartree

Structure (ORCA input):
```
! wB97M-V def2-TZVPD RIJCOSX def2/J DEFGRID3
* xyz 1 1
Zr 0.085 0.292 0.681
O -3.196 0.979 3.149
C -2.204 0.552 2.649
O -1.723 0.892 1.442
C -1.317 -0.478 3.307
C -1.558 -1.138 4.485
C -0.651 -2.117 4.877
C 0.430 -2.447 4.069
C 0.579 -1.759 2.890
N -0.264 -0.785 2.555
C 1.531 -2.092 1.760
O 2.423 -2.875 1.862
O 1.174 -1.430 0.653
H -2.438 -0.896 5.068
H -0.807 -2.652 5.806
H 1.126 -3.236 4.323
C -2.802 4.008 -2.739
N -2.004 2.843 -2.342
C -1.884 1.824 -3.389
C -1.471 2.655 -1.149
C -1.605 3.667 -0.055
O -0.820 1.590 -0.926
H -2.579 4.234 -3.777
H -2.571 4.884 -2.150
H -3.864 3.780 -2.652
H -2.870 1.656 -3.825
H -1.523 0.900 -2.972
H -1.202 2.173 -4.166
H -2.078 4.596 -0.341
H -0.604 3.882 0.315
H -2.171 3.211 0.754
O 8.333 4.680 2.897
S 7.320 5.229 2.017
O 6.884 4.329 0.964
O 7.521 6.598 1.602
C 5.885 5.298 3.135
N 5.866 6.184 4.157
C 4.824 6.149 4.971
C 3.776 5.239 4.838
C 3.889 4.384 3.771
N 4.901 4.408 2.921
C 2.899 3.357 3.351
C 1.521 3.512 3.435
C 0.709 2.621 2.775
N 1.200 1.589 2.064
C 2.542 1.394 2.057
C 3.404 2.240 2.688
H 4.812 6.883 5.771
H 2.960 5.197 5.552
H 1.083 4.358 3.952
H -0.365 2.741 2.775
H 2.910 0.545 1.503
H 4.476 2.110 2.607
C -3.670 -3.852 2.822
C -2.356 -4.104 2.439
C -1.770 -3.344 1.438
C -2.494 -2.333 0.808
C -3.804 -2.082 1.188
C -4.389 -2.842 2.198
As -1.627 -1.366 -0.667
C -1.675 -2.825 -1.920
C -0.875 -3.951 -1.934
C -1.127 -4.936 -2.880
C -2.156 -4.767 -3.801
C -2.943 -3.623 -3.779
C -2.706 -2.636 -2.830
C -3.514 -1.404 -2.642
C -4.583 -1.005 -3.435
C -5.312 0.127 -3.095
C -4.987 0.868 -1.962
C -3.896 0.495 -1.184
C -3.170 -0.630 -1.541
H -4.134 -4.451 3.598
H -1.791 -4.899 2.914
H -0.754 -3.563 1.135
H -4.377 -1.300 0.710
H -5.414 -2.645 2.489
H -0.060 -4.067 -1.231
H -0.524 -5.836 -2.897
H -2.349 -5.534 -4.543
H -3.747 -3.509 -4.498
H -4.861 -1.582 -4.311
H -6.152 0.425 -3.711
H -5.594 1.719 -1.676
H -3.641 1.052 -0.291
C 2.755 -5.100 -3.528
C 2.473 -3.658 -3.190
C 3.204 -3.017 -2.178
C 2.958 -1.704 -1.844
C 1.955 -1.021 -2.526
C 1.207 -1.627 -3.522
C 1.482 -2.946 -3.858
S 1.587 0.667 -2.190
C 3.127 1.373 -2.724
O 1.649 0.889 -0.640
H 3.820 -5.258 -3.711
H 2.204 -5.419 -4.411
H 2.473 -5.750 -2.695
H 3.972 -3.564 -1.643
H 3.519 -1.224 -1.050
H 0.417 -1.085 -4.030
H 0.906 -3.429 -4.641
H 3.938 0.907 -2.163
H 3.096 2.448 -2.541
H 3.211 1.163 -3.791
*
```



(2)
C22H38DyN2O7S2Si3 | wB97M-V/def2-TZVPD

- ⟨S²⟩: 9.339
- Highest occupied orbital energy (alpha / beta): -0.210 / -0.208 hartree

Structure (ORCA input):
```
! wB97M-V def2-TZVPD RIJCOSX def2/J DEFGRID3
* xyz -1 6
Dy 0.489 1.171 -0.411
O 0.127 3.618 -0.367
S 1.311 3.431 0.515
O 1.885 4.589 1.119
O 2.253 2.612 -0.355
O 0.821 2.362 1.489
C -4.956 1.704 3.712
C -4.414 1.559 2.317
C -3.195 2.127 1.966
C -2.685 2.009 0.681
C -3.401 1.309 -0.282
C -4.610 0.717 0.058
C -5.106 0.841 1.346
S -2.974 1.253 -2.009
O -3.413 -0.034 -2.507
O -3.576 2.401 -2.650
N -1.381 1.356 -1.946
C -0.658 1.673 -3.069
C -1.113 1.950 -4.370
C -0.165 2.228 -5.331
C 1.195 2.250 -5.023
C 1.560 1.973 -3.721
N 0.658 1.674 -2.792
H -4.194 1.457 4.452
H -5.812 1.048 3.871
H -5.278 2.730 3.901
H -2.605 2.652 2.707
H -1.702 2.439 0.521
H -5.154 0.152 -0.687
H -6.046 0.367 1.602
H -2.167 1.956 -4.597
H -0.495 2.441 -6.341
H 1.945 2.486 -5.764
H 2.592 1.985 -3.393
C 0.048 -1.372 -3.126
O 0.457 -1.041 -1.815
Si 1.788 -1.658 -0.964
C 1.909 -3.516 -1.261
C 3.312 -0.937 -1.807
C 1.410 -0.983 0.652
Si 2.819 -0.790 1.833
C 3.736 -2.424 2.132
C 2.237 -0.131 3.501
C 4.183 0.386 1.277
Si -0.064 -1.771 1.452
C -1.361 -2.421 0.237
C 0.287 -3.233 2.605
C -1.036 -0.529 2.515
H 0.714 -0.933 -3.875
H -0.963 -0.995 -3.281
H 0.032 -2.458 -3.256
H 2.140 -3.734 -2.307
H 1.005 -4.061 -0.989
H 2.727 -3.916 -0.655
H 3.273 -1.162 -2.878
H 4.227 -1.392 -1.415
H 3.424 0.144 -1.691
H 3.081 -3.237 2.446
H 4.514 -2.301 2.891
H 4.235 -2.740 1.211
H 1.496 -0.758 4.001
H 1.811 0.867 3.381
H 3.103 -0.052 4.165
H 4.786 -0.040 0.473
H 4.843 0.512 2.142
H 3.844 1.372 0.962
H -1.019 -3.252 -0.383
H -1.746 -1.654 -0.439
H -2.204 -2.783 0.834
H 0.748 -4.072 2.078
H -0.671 -3.578 3.004
H 0.926 -2.978 3.452
H -1.995 -0.282 2.051
H -0.518 0.409 2.725
H -1.273 -0.990 3.480
*
```



(3)
C24H39Br2ClO9Si2 | wB97M-V/def2-TZVPD

- Highest occupied orbital energy: 0.071 hartree

Structure (ORCA input):
```
! wB97M-V def2-TZVPD RIJCOSX def2/J DEFGRID3
* xyz -2 1
C 3.285 4.652 3.785
C 3.469 3.246 3.036
C 3.332 3.340 1.397
Cl 2.487 4.945 1.053
Si 2.259 1.800 0.865
C 3.071 0.307 1.804
C 4.672 0.266 1.669
C 5.381 -0.434 2.951
O 4.948 -0.363 4.118
O 6.562 -1.215 2.634
O 0.650 2.153 1.403
Si -0.480 0.911 0.991
O 0.086 -0.705 1.371
C -1.069 0.983 -0.849
C -2.663 0.918 -1.029
C -2.947 0.691 -2.606
C -3.896 -0.603 -2.818
O -3.415 -1.742 -2.067
C -2.514 -2.545 -2.822
C -2.175 -4.003 -2.223
O -1.939 -2.212 -3.874
C -2.106 1.113 2.049
O -2.641 -0.232 2.195
C -3.951 -0.239 2.743
C -4.458 0.615 3.927
C -5.944 0.403 4.394
C -6.913 -0.623 3.754
C -6.410 -1.466 2.555
C -4.953 -1.259 2.087
C 2.451 1.673 -1.055
Br 3.620 3.145 -1.823
C 3.101 0.291 -1.576
C 3.279 0.445 -3.200
Br 1.969 -1.314 -1.305
H 3.963 5.489 3.400
H 3.604 4.480 4.887
H 2.179 4.976 3.854
H 4.473 2.801 3.359
H 2.619 2.566 3.377
H 4.403 3.285 1.004
H 2.675 -0.704 1.458
H 2.845 0.426 2.933
H 5.170 1.277 1.488
H 4.905 -0.449 0.791
H 6.288 -2.126 2.367
H 0.043 -0.713 2.364
H -0.552 0.094 -1.363
H -0.693 1.946 -1.361
H -3.069 1.975 -0.790
H -3.190 0.161 -0.352
H -1.994 0.618 -3.227
H -3.536 1.601 -3.001
H -4.934 -0.329 -2.405
H -4.041 -0.805 -3.942
H -1.241 -4.462 -2.706
H -2.056 -3.871 -1.084
H -3.090 -4.673 -2.385
H -2.828 1.873 1.598
H -1.802 1.505 3.086
H -3.770 1.355 4.444
H -6.365 0.998 5.285
H -7.982 -0.804 4.110
H -7.027 -2.265 2.011
H -4.579 -1.901 1.213
H 1.451 1.788 -1.623
H 4.171 0.193 -1.174
H 2.455 1.137 -3.603
H 3.035 -0.598 -3.641
H 4.334 0.778 -3.486
O 2.067 -2.448 -5.477
C 1.725 -3.748 -5.385
C 0.271 -3.892 -4.720
O -0.062 -5.193 -4.613
H 2.392 -4.398 -4.779
H 1.670 -4.318 -6.336
H -0.395 -3.255 -5.333
H 0.321 -3.309 -3.775
*
```



(4)
C4H2S5 | wB97M-V/def2-TZVPD

- ΔE to the lowest compared entry with this formula, charge and spin: 69.10 kcal/mol
- Highest occupied orbital energy: -0.324 hartree

Structure (ORCA input):
```
! wB97M-V def2-TZVPD RIJCOSX def2/J DEFGRID3
* xyz 0 1
C 1.520 -0.951 0.498
C 0.362 -0.363 0.992
C -1.422 -1.277 -1.666
C 0.030 1.152 0.619
S -2.432 -1.894 -0.688
S 2.512 -0.089 -0.490
S -0.589 -1.194 2.055
S -0.564 -0.399 -2.681
S 1.351 1.756 -0.460
H -0.838 1.487 0.241
H 0.070 1.771 1.580
*
```



no.,electronic energy (eV)
1,-158034.1868
2,-110140.5792
3,-212303.3821
4,-58352.8167